(1)
10
Properties=species:S:1:pos:R:3 method="wB97M-V/def2-TZVPD" gap_ev=9.21 e_lumo_ev=-0.006 total_energy_ev=-23137.528 max_force_ha_per_bohr=0.0612 de_lowest_kcal_mol=17.3 homo_ha=-0.339 smiles=C[C@](O)(S)I molar_mass_g_mol=204.03
C -0.14376 0.29756 -1.01319
C 0.10353 -0.35744 0.30205
O -1.08668 -0.96151 0.82154
S 0.40966 1.05864 1.53856
I 1.76300 -1.85647 0.25151
H 0.78364 0.91129 -1.28574
H -0.22529 -0.43711 -1.82320
H -0.94261 1.04944 -0.84332
H -0.96726 -1.56161 1.56801
H 0.30578 1.85720 0.48378



(2)
10
Properties=species:S:1:pos:R:3 method="wB97M-V/def2-TZVPD" gap_ev=8.24 e_lumo_ev=-1.067 total_energy_ev=-28831.538 max_force_ha_per_bohr=0.0669 de_lowest_kcal_mol=3.2 homo_ha=-0.342 molar_mass_g_mol=217.91
C -0.22248 1.27965 -0.25191
C 0.67571 0.17791 0.44286
P -1.45794 -1.95226 -0.62749
P 0.13599 -1.62709 0.59368
I 2.79962 0.32719 -0.16811
H -0.88847 0.98095 -1.08363
H -0.76372 1.66054 0.53348
H 0.28347 2.03712 -0.71567
H 0.89672 0.50701 1.52656
H -1.45891 -3.39102 -0.24976



(3)
9
Properties=species:S:1:pos:R:3 method="wB97M-V/def2-TZVPD" gap_ev="7.10 / 4.50" e_lumo_ev="-1.639 / -2.818" total_energy_ev=-18130.188 max_force_ha_per_bohr=0.0335 de_lowest_kcal_mol=62.7 homo_ha="-0.321 / -0.269" molar_mass_g_mol=184.05
C -0.25368 0.62441 -1.39433
C 0.20532 0.80426 -0.14773
Si -0.48049 -0.01294 1.35371
I 1.86381 -3.28016 0.11757
H 0.20236 1.10154 -2.24413
H -1.08759 -0.02446 -1.60899
H 1.06426 1.45242 -0.00808
H -1.64409 -0.87591 1.28152
H 0.13010 0.21084 2.65046



(4)
9
Properties=species:S:1:pos:R:3 method="wB97M-V/def2-TZVPD" gap_ev=8.04 e_lumo_ev=-0.654 total_energy_ev=-18129.925 max_force_ha_per_bohr=0.0728 de_lowest_kcal_mol=68.8 homo_ha=-0.320 molar_mass_g_mol=184.05
C 1.14161 0.30253 -0.33310
C 0.27385 -1.03299 -0.50364
Si -0.71869 0.57964 -0.61496
I -5.05161 1.07436 0.08493
H 1.45173 0.25828 0.73940
H 1.87424 0.57659 -1.21578
H 0.56070 -1.50767 -1.45758
H 0.05028 -1.66339 0.32076
H -3.85821 1.64805 0.72745